<one>
A cluster of 3 separate species, CH7NO2 in total, computed with wB97M-V/def2-TZVPD.

Calculated values
HOMO: -10.22 eV
structure (SMILES): C=N.O.O

```
! RIJCOSX wB97M-V def2-TZVPD def2/J DEFGRID3
* xyz 0 1
C 2.72751 0.54312 2.09842
N 1.98911 1.52467 2.40107
H 3.12796 0.44447 1.08170
H 3.07084 -0.25239 2.76897
H 1.53401 1.25716 3.27068
O -1.44725 -4.89475 -0.76980
H -2.23884 -4.86545 -1.29620
H -1.76049 -4.55861 0.07824
O -1.94779 3.65034 -3.32488
H -2.59109 4.31230 -3.06165
H -2.46398 2.83914 -3.24656
*
```

---

<two>
A cluster of 3 separate species, CH7NO2 in total, computed with wB97M-V/def2-TZVPD.

Calculated values
HOMO: -9.90 eV
structure (SMILES): C=N.O.O

```
! RIJCOSX wB97M-V def2-TZVPD def2/J DEFGRID3
* xyz 0 1
C -0.27131 1.31348 1.76038
N -0.46551 0.16067 1.29114
H -1.11055 1.96399 1.94238
H 0.64006 1.91519 1.76563
H 0.34839 -0.32253 0.88016
O 1.58097 -0.97399 -0.76422
H 2.54174 -1.03872 -0.89756
H 1.20494 -1.78652 -1.13587
O -1.48209 -0.79228 -1.73786
H -1.64456 0.00856 -2.26042
H -1.34210 -0.44786 -0.84376
*
```

---

Least stable = <one>

---

<one>
An isolated molecule of C2H8N2O3, computed with wB97M-V/def2-TZVPD.

Calculated values
HOMO: -9.48 eV
structure (SMILES): NN(O)CC(O)O

```
! RIJCOSX wB97M-V def2-TZVPD def2/J DEFGRID3
* xyz 0 1
N -1.22479 0.33401 1.16459
N -1.09934 -0.26972 -0.09051
O -2.32572 -0.03940 -0.83305
C 0.17721 0.34221 -0.81685
C 1.30763 -0.35232 -0.09839
O 2.45793 -0.35456 -0.87946
O 1.58721 0.17048 1.16691
H -1.46721 1.32548 1.09320
H -1.95870 -0.13611 1.68752
H -2.56251 -0.89572 -1.20921
H 0.12020 0.02945 -1.85598
H 0.21116 1.42758 -0.68870
H 0.85065 -1.38917 0.04576
H 3.19741 -0.52333 -0.28269
H 0.72888 0.33113 1.59685
*
```

---

<two>
A cluster of 3 separate species, C2H8N2O3 in total, computed with wB97M-V/def2-TZVPD.

Calculated values
HOMO: -9.64 eV
structure (SMILES): O=C=NCO.N.O

```
! RIJCOSX wB97M-V def2-TZVPD def2/J DEFGRID3
* xyz 0 1
O -0.12737 -3.67071 0.40245
C 0.41548 -2.71414 0.86309
N 0.96075 -1.74773 1.38353
C 1.98916 -0.47349 1.77784
O 1.28304 0.58827 1.89577
H 2.69942 -0.66362 0.99659
H 2.26189 -0.73206 2.81103
H 0.67116 0.92275 1.13056
N -0.61410 1.58089 -0.01133
H -0.61619 2.50959 0.36199
H -1.41231 1.22561 0.46871
H -0.42009 1.48785 -0.93493
O -1.70280 -1.52242 -2.53294
H -1.73175 -1.83127 -3.42046
H -1.71657 -2.24766 -1.84846
*
```

---

Least stable = <one>